[1]
Here is a molecular structure, C15H27HgN4O6 from the OMol25 dataset. Energies are from ωB97M-V/def2-TZVPD.

XYZ file:
```
53
Properties=species:S:1:pos:R:3:forces:R:3:mulliken_charge:R:1
Hg 3.1402 2.2764 0.5948 -1.3 -1.1 0.2 1.41
O 1.8828 1.1275 -0.4717 0.9 1.1 -1.3 -0.73
H 1.1776 0.4898 -0.5948 0.1 -0.3 0.9 0.03
C 0.7632 2.6300 2.9913 -0.3 -0.1 0.4 0.10
O 1.7493 2.1780 2.3613 0.5 0.3 0.2 -0.62
N -0.3889 2.0081 3.0353 0.6 -0.1 0.1 0.21
C -0.5601 0.7105 2.3983 -1.0 0.3 -0.6 -0.80
C -1.5270 2.5317 3.7886 -0.6 -1.3 -1.2 -0.78
H 0.7932 3.5166 3.6318 0.3 0.2 -0.3 0.34
H 0.2400 0.4837 1.7031 0.3 0.0 0.4 0.02
H -1.4526 0.7829 1.7693 -0.1 -0.1 0.2 0.36
H -0.7344 -0.0515 3.1558 0.2 -0.1 0.0 0.43
H -2.3510 2.5851 3.0680 0.1 0.7 0.0 0.29
H -1.8953 1.7151 4.4139 0.4 0.5 0.8 0.32
H -1.2866 3.4801 4.2489 -0.2 -0.1 0.3 0.29
C 0.8038 -1.9392 -4.5958 0.5 0.1 -0.3 0.02
O 1.7470 -1.1879 -4.4878 0.0 0.3 0.1 -0.55
N -0.0377 -2.2735 -3.5920 -0.4 0.1 -0.3 0.22
C -0.0062 -1.5895 -2.3390 -0.4 -0.1 1.6 -0.68
C -1.1334 -3.2163 -3.7626 0.4 0.4 -0.2 -0.85
H 0.5912 -2.4067 -5.5699 -0.3 -0.3 0.2 0.29
H -0.9704 -1.1344 -2.0773 -0.1 0.1 -0.5 0.19
H 0.7724 -0.8379 -2.2258 0.2 -0.1 -0.7 0.23
H 0.1205 -2.3020 -1.5109 0.3 -0.2 -0.2 0.28
H -1.1124 -3.8864 -2.9040 -0.3 -0.2 -0.1 0.28
H -2.0938 -2.7016 -3.8422 0.0 0.0 0.3 0.30
H -0.9882 -3.7616 -4.6929 0.1 -0.2 0.1 0.32
C 2.9365 -2.1945 -0.2164 -0.1 0.1 0.0 0.67
O 3.5285 -2.2571 -1.2637 0.2 -0.2 -0.2 -0.59
N 3.3359 -2.7471 0.9570 -0.3 0.1 -0.2 0.06
C 2.5307 -2.6019 2.1516 -0.2 -0.7 -0.1 -0.70
C 4.3470 -3.7874 0.9517 0.3 0.1 0.6 -0.95
H 1.9728 -1.6580 -0.1454 0.0 0.1 0.3 -0.13
H 3.1921 -2.6731 3.0145 -0.1 0.3 0.1 0.33
H 1.8015 -3.4161 2.2493 0.0 0.0 0.0 0.34
H 1.9646 -1.6718 2.1534 0.2 0.1 0.0 0.06
H 3.9312 -4.7955 0.8745 -0.2 0.1 -0.2 0.33
H 5.0682 -3.6133 0.1603 -0.1 0.0 -0.1 0.31
H 4.8578 -3.7444 1.9166 0.2 0.0 -0.1 0.32
C -1.6076 3.9017 0.3650 -0.2 -0.2 0.4 -0.60
C -3.0008 3.9675 0.3803 0.0 0.0 0.1 -0.56
C -3.7332 2.9904 -0.2647 0.0 0.0 -0.8 -0.63
C -3.0668 1.9727 -0.9393 -0.6 0.3 0.5 0.39
C -1.7014 1.8601 -0.9136 0.9 -0.3 0.4 -0.51
C -0.9691 2.8269 -0.2335 -0.1 0.3 0.1 0.04
N -3.8764 0.9850 -1.6723 0.3 -0.2 -0.7 0.95
O -3.3358 -0.0705 -1.9505 0.0 0.0 0.2 -0.59
O -4.9901 1.3021 -2.0181 -0.1 0.1 0.3 -0.58
H -0.9909 4.6237 0.8870 -0.2 0.2 0.0 0.45
H -3.5587 4.7432 0.8871 0.3 0.2 0.0 0.42
H -4.8050 3.0745 -0.3776 0.0 -0.1 0.2 0.49
H -1.1794 1.0075 -1.3248 -0.2 0.0 -0.3 0.26
H 0.1055 2.7486 -0.1223 -0.1 -0.2 -0.4 0.51
```
Forces are in eV/Å.

Calculated values
- Net charge: +1
- Kohn-Sham gap: 3.50 eV

[2]
Here is a single C3H7NO2S molecule from the OMol25 dataset. Energies are from ωB97M-V/def2-TZVPD.

XYZ file:
```
14
Properties=species:S:1:pos:R:3:forces:R:3:mulliken_charge:R:1
C 1.8572 -0.8293 0.1629 -1.0 0.7 0.5 -0.52
O 0.8168 -0.4452 -0.7615 0.2 -0.9 0.8 -0.19
N 0.5476 0.8794 -0.5659 0.1 1.1 -0.1 -0.17
C -0.6701 1.2785 -0.1035 -2.6 -0.5 0.3 0.52
O -1.1348 2.3808 -0.3201 0.9 -0.1 0.1 -0.59
C -1.5158 0.2311 0.6305 1.3 -1.5 -0.2 -0.61
S -2.4120 -0.9423 -0.4677 0.6 0.3 0.0 -0.19
H 1.9387 -1.8863 0.0407 0.7 -0.6 -0.5 0.28
H 1.5427 -0.7016 1.2197 0.0 0.3 -0.6 0.26
H 2.7111 -0.1850 -0.0371 0.4 -0.5 0.1 0.26
H 0.8159 1.4269 -1.3571 0.5 0.4 -0.5 0.25
H -2.3342 0.6469 1.1489 -0.5 1.1 0.8 0.33
H -0.8957 -0.3838 1.3183 -0.4 0.5 -0.3 0.24
H -1.2675 -1.4702 -0.9081 -0.1 -0.3 -0.3 0.13
```
Forces are in eV/Å.

Calculated values
- Net charge: 0
- Kohn-Sham gap: 9.84 eV
- SMILES: CONC(=O)CS

[3]
Here is a molecular structure, C35H23F6N4O8P2RuSe from the OMol25 dataset. Energies are from ωB97M-V/def2-TZVPD.

XYZ file:
```
80
Properties=species:S:1:pos:R:3:forces:R:3:mulliken_charge:R:1
Ru 0.1823 0.3307 0.2747 -1.0 -1.7 0.3 -0.13
O 0.6049 1.6333 5.9914 -0.1 -0.1 -0.1 -0.55
C -0.2035 0.5901 5.8497 0.0 0.0 0.0 0.34
O -0.7360 0.0556 6.7912 0.0 0.0 0.0 -0.63
C -0.4471 0.1085 4.4651 -0.1 0.0 0.0 0.15
C -1.2138 -0.9973 4.1402 0.0 -0.1 0.1 -0.75
N -1.2300 -1.1149 2.8108 -0.1 -0.4 -0.3 -0.02
N -0.5150 -0.1447 2.2430 0.1 0.1 0.0 1.59
C -0.0236 0.5916 3.2245 0.0 0.1 -0.1 -0.54
C 0.8606 1.6836 2.7702 -0.1 0.0 -0.4 0.40
O 1.4076 2.4506 3.5420 0.0 0.0 0.1 -0.87
O 0.9617 1.7465 1.4733 0.0 0.0 0.3 -0.36
H 0.9606 1.9597 5.1229 0.0 0.0 0.0 0.42
H -1.7192 -1.6990 4.7821 0.0 0.0 0.0 0.55
H -1.5867 -1.8904 2.2090 0.1 0.1 0.1 -0.23
C -5.4986 -0.2867 2.3208 0.0 0.0 0.0 -0.69
C -4.4143 0.5336 2.6037 0.0 0.0 0.0 -0.73
C -3.3419 0.5884 1.7303 0.0 0.2 0.0 -0.73
C -3.3304 -0.1844 0.5694 -0.1 -0.1 -0.1 0.91
C -4.4388 -0.9738 0.2716 0.1 0.0 0.1 -0.47
C -5.5136 -1.0279 1.1498 0.0 0.0 0.0 -0.78
P -1.9754 0.0982 -0.6153 0.1 0.6 0.2 3.65
C -2.2231 -1.0154 -2.0368 0.0 0.0 0.1 1.21
C -2.4643 -2.3812 -1.8835 -0.1 0.0 0.0 -0.81
C -2.5908 -3.1981 -2.9944 0.0 0.1 0.0 -1.01
C -2.4659 -2.6620 -4.2704 0.0 0.0 0.0 -0.87
C -2.2316 -1.3058 -4.4291 0.0 0.0 0.0 -0.83
C -2.1157 -0.4825 -3.3178 0.0 0.1 0.0 -1.09
C -2.3920 1.7219 -1.2551 0.0 -0.1 0.0 -0.62
C -3.6113 2.1025 -1.7466 0.0 0.0 0.0 -0.02
C -3.7575 3.3903 -2.2965 0.0 0.0 0.0 -1.01
C -2.6852 4.2426 -2.3436 0.0 0.0 0.0 -0.80
C -1.4212 3.8714 -1.8305 0.0 0.1 0.0 0.67
C -0.2999 4.7297 -1.8620 -0.1 0.0 0.0 -0.84
C 0.8814 4.3012 -1.3350 0.0 -0.1 0.1 -1.00
C 1.0055 3.0236 -0.7428 0.0 0.0 -0.1 0.11
C -0.0557 2.1585 -0.6785 0.1 0.4 -0.5 -0.51
C -1.2826 2.5840 -1.2575 0.1 0.0 0.2 1.28
H -6.3335 -0.3392 3.0081 0.0 0.0 0.0 0.40
H -4.4013 1.1338 3.5050 0.0 0.0 0.0 0.47
H -2.5145 1.2576 1.9435 -0.1 -0.1 0.0 0.23
H -4.4789 -1.5425 -0.6434 0.0 -0.1 -0.1 0.44
H -6.3649 -1.6526 0.9114 0.0 0.0 0.0 0.43
H -2.5601 -2.8135 -0.8957 -0.1 0.1 -0.1 0.54
H -2.7737 -4.2570 -2.8600 0.0 0.0 0.0 0.50
H -2.5445 -3.3053 -5.1379 0.0 0.0 0.0 0.39
H -2.1243 -0.8773 -5.4170 0.0 0.0 0.0 0.47
H -1.9198 0.5705 -3.4644 0.0 0.0 0.0 0.30
H -4.4546 1.4208 -1.7244 0.0 0.0 0.0 0.54
H -4.7182 3.7001 -2.6881 0.0 0.0 0.0 0.42
H -2.7936 5.2284 -2.7820 0.0 0.0 0.0 0.40
H -0.3920 5.7092 -2.3163 0.0 0.0 0.0 0.38
H 1.7549 4.9408 -1.3685 0.0 0.0 0.0 0.41
H 1.9669 2.7342 -0.3450 0.0 0.0 0.0 0.48
F 1.8644 -1.2423 1.4625 0.0 0.1 -0.2 -0.46
P 3.5349 -1.0831 1.5170 0.0 0.0 0.0 1.43
F 3.6139 -2.5985 2.0457 0.0 0.0 0.0 -0.40
F 3.3789 -0.5382 3.0239 0.0 0.0 0.0 -0.40
F 3.6069 -1.6137 -0.0134 -0.1 -0.2 0.0 -0.36
F 3.3516 0.4172 0.9503 0.1 0.1 0.0 -0.31
F 5.1236 -0.9217 1.5698 0.0 0.0 0.0 -0.36
O -1.5581 -3.1687 1.0256 0.2 0.2 0.4 -1.02
C -0.5859 -2.9714 0.2737 -0.4 0.3 0.0 -0.37
O -0.2161 -1.8385 -0.1808 0.6 0.1 0.2 0.15
C 0.1249 -4.1667 -0.2926 0.1 0.0 0.1 0.69
C 1.3359 -4.0264 -0.9543 0.1 -0.1 0.0 -0.25
C 1.9913 -5.1413 -1.4603 0.0 0.0 0.0 -1.00
C 1.4240 -6.3984 -1.3377 0.0 0.0 0.0 -0.44
C 0.2075 -6.5068 -0.6843 -0.1 -0.2 0.0 -0.42
C -0.4498 -5.4220 -0.1418 0.0 0.0 0.0 -0.20
N -0.4110 -7.8458 -0.5602 0.1 0.1 0.1 1.05
O 0.1553 -8.7833 -1.0899 0.0 0.0 0.0 -0.65
O -1.4423 -7.9404 0.0755 0.0 0.0 -0.1 -0.62
H 1.7755 -3.0462 -1.0465 0.1 0.1 0.0 0.27
H 2.9507 -5.0249 -1.9471 0.0 0.0 0.0 0.45
H 1.9030 -7.2836 -1.7287 0.0 0.0 0.0 0.52
H -1.3842 -5.5404 0.3850 0.0 0.0 0.0 0.70
Se 1.3277 -0.1456 -1.8261 0.2 0.3 -0.2 0.19
C 0.9068 1.0948 -3.1401 0.1 -0.1 0.1 0.30
N 0.7081 1.8052 -4.0282 -0.1 0.0 0.0 -0.66
```
Forces are in eV/Å.

Calculated values
- Net charge: -1
- Kohn-Sham gap (spin up / spin down): 6.85 / 6.85 eV

[4]
Here is a single CH2F2 molecule from the OMol25 dataset. Energies are from ωB97M-V/def2-TZVPD.

XYZ file:
```
5
Properties=species:S:1:pos:R:3:forces:R:3:mulliken_charge:R:1
F -0.4029 1.1354 0.4451 -0.4 4.3 0.4 -0.23
C -0.0271 0.0044 -0.0458 3.5 1.8 -5.9 0.20
F 0.3980 -0.6544 0.8875 2.9 -5.3 6.9 -0.21
H 0.8652 -0.0970 -0.8421 -1.7 1.7 0.9 0.11
H -0.8332 -0.3884 -0.4447 -4.2 -2.4 -2.4 0.13
```
Forces are in eV/Å.

Calculated values
- Net charge: 0
- Kohn-Sham gap: 12.84 eV
- SMILES: FCF

[5]
Here is a single C6H12O molecule from the OMol25 dataset. Energies are from ωB97M-V/def2-TZVPD.

XYZ file:
```
19
Properties=species:S:1:pos:R:3:forces:R:3:mulliken_charge:R:1
C 0.6885 1.4230 1.2582 0.9 -0.3 -0.4 -0.91
C 1.7222 1.0645 0.4717 0.5 -0.3 0.2 -0.11
C 1.7105 0.2440 -0.8285 0.6 1.6 0.2 -0.53
C 0.2925 -0.1666 -1.2196 -1.2 0.3 -0.1 -0.68
C -0.3781 -1.4250 -0.5339 -0.5 1.0 -2.2 -0.61
C -1.3846 -1.0373 0.6015 2.2 -0.9 -0.2 -0.58
O -2.1838 0.0605 0.2085 0.3 0.3 -0.1 -0.54
H -0.3049 1.5934 0.8686 -0.3 -0.9 0.2 0.40
H 0.8711 1.5044 2.3301 0.0 1.1 -0.3 0.26
H 2.7313 1.4263 0.7573 -0.4 -1.1 0.4 0.32
H 2.1786 0.9710 -1.5583 -0.6 -1.0 0.1 0.28
H 2.4728 -0.5937 -0.7584 -1.0 0.8 0.1 0.33
H -0.3942 0.6546 -0.9848 0.4 0.1 -0.1 0.25
H 0.2036 -0.1983 -2.3036 0.2 -0.5 -0.1 0.42
H -1.0447 -1.9295 -1.2572 0.5 0.4 -0.3 0.28
H 0.4799 -2.1051 -0.4686 -0.6 -0.3 1.4 0.38
H -2.0727 -1.8668 0.7207 0.3 -0.4 0.7 0.45
H -0.6961 -0.8338 1.4440 -1.1 0.1 0.3 0.26
H -2.8524 0.1607 0.8901 -0.1 0.1 0.0 0.32
```
Forces are in eV/Å.

Calculated values
- Net charge: 0
- Kohn-Sham gap: 9.68 eV
- SMILES: C=CCCCCO

[6]
Here is a molecular structure, H24O12Xe from the OMol25 dataset. Energies are from ωB97M-V/def2-TZVPD.

XYZ file:
```
37
Properties=species:S:1:pos:R:3:forces:R:3:mulliken_charge:R:1
Xe 0.0944 0.2350 -0.1382 -0.2 0.2 -0.3 0.01
O -3.0148 -1.8744 -1.7529 -1.0 0.4 0.1 -0.70
H -2.0639 -1.8961 -1.8602 0.7 -0.1 -0.1 0.40
H -3.2094 -2.6206 -1.1858 -0.1 -0.3 0.1 0.30
O 3.5179 2.5051 -1.6519 0.5 0.4 0.0 -0.66
H 3.5922 2.0218 -0.8290 0.1 -0.1 0.3 0.36
H 2.7152 2.1729 -2.0537 -0.5 -0.2 -0.4 0.41
O 3.7769 1.0915 0.8759 -0.3 0.0 0.1 -0.73
H 4.1309 1.5922 1.6109 0.2 0.3 0.2 0.32
H 4.3636 0.3398 0.7929 0.2 -0.3 -0.1 0.31
O -0.2009 -1.5889 3.1456 -0.4 -0.8 0.0 -0.71
H -1.1281 -1.4398 2.9607 -0.4 0.0 0.0 0.36
H 0.2251 -0.7624 2.9184 0.8 0.7 0.0 0.38
O 0.4426 -3.2112 0.9612 0.1 -0.4 -1.2 -0.66
H -0.1600 -3.9473 1.0676 0.0 -0.3 0.1 0.30
H 0.2850 -2.6595 1.7274 -0.1 0.6 0.9 0.39
O -3.0271 2.3558 1.5206 -0.1 0.4 0.2 -0.63
H -3.1254 1.6709 0.8592 -0.3 -0.5 -0.2 0.36
H -2.1355 2.2446 1.8506 0.3 0.1 0.1 0.33
O 0.6631 -0.9516 -3.8211 0.2 0.3 -0.5 -0.75
H -0.0340 -0.7339 -4.4399 -0.2 0.0 -0.3 0.34
H 0.2525 -1.5517 -3.1985 -0.1 -0.5 0.6 0.37
O 1.3949 1.6049 -3.2683 0.0 0.9 0.2 -0.68
H 1.8996 1.8444 -4.0456 0.2 0.2 -0.2 0.31
H 1.0941 0.7131 -3.4429 -0.1 -0.9 0.1 0.41
O -3.9434 -0.0671 0.3669 0.0 0.1 0.4 -0.63
H -3.6907 -0.6049 -0.3836 0.3 -0.3 -0.7 0.40
H -4.8960 -0.1495 0.4112 -0.2 0.1 0.1 0.28
O -0.3867 -2.6763 -1.8298 -0.2 0.1 -0.6 -0.71
H -0.1152 -2.4763 -0.9339 0.5 0.0 0.9 0.30
H -0.6057 -3.6079 -1.8119 0.1 -0.3 -0.2 0.28
O 1.4463 0.6371 2.7544 0.0 -0.4 0.7 -0.74
H 0.7762 1.2951 2.5695 -0.2 0.7 0.0 0.39
H 2.1330 0.8061 2.1094 0.4 -0.1 -0.4 0.38
O -0.3298 2.8895 2.5251 0.0 -0.3 0.0 -0.68
H -0.1700 3.7674 2.1788 0.0 0.2 -0.3 0.28
H -0.5669 3.0323 3.4414 -0.1 0.0 0.4 0.31
```
Forces are in eV/Å.

Calculated values
- Net charge: 0
- Kohn-Sham gap: 10.20 eV

no.,molar mass (g mol⁻¹)
1,559.99
2,121.16
3,983.55
4,52.02
5,100.16
6,347.47